1.
ORCA calculation (ωB97M-V/def2-TZVPD) on a single C5H8O molecule.

## Properties
Orbital gap (spin up / spin down) (eV): 8.2 / 8.2
Energy (Eh): -270.3945
E_HOMO (spin up / spin down) (eV): -8.0 / -8.0
Multiplicity: 1

Each line ends with the Löwdin charge.
Geometry (Å):
H -0.892153 -0.934574 1.234638  0.13
H 1.465576 -0.179916 1.888587  0.07
H 2.607470 0.859635 0.864945  0.07
O 0.652717 1.312433 -1.039886  0.04
H 1.230869 -1.907177 -0.051930  0.08
C -0.621134 -0.635654 0.217902  -0.23
C 0.740933 0.325568 -0.071943  -0.58
H -2.233614 0.744227 -0.169238  0.08
C -1.793177 -0.153394 -0.608993  -0.07
H -1.492050 0.078121 -1.629053  0.08
C 0.576784 -1.108299 -0.376763  0.02
C 1.648903 0.365050 0.976448  0.12
H -2.555688 -0.934351 -0.643014  0.08
H 0.664564 2.168333 -0.591699  0.11

Cartesian forces (eV/Å) of the 2 atoms listed first:
0.0 0.1 0.0
-0.1 0.0 -0.1

=====

2.
ORCA calculation (ωB97M-V/def2-TZVPD) on a 3-piece molecular cluster, C5H14NO2 overall in a non-equilibrium geometry.

## Properties
Orbital gap (spin up / spin down) (eV): 6.5 / 5.2
Net charge: +2
Energy (Eh): -403.1292
E_HOMO (spin up / spin down) (eV): -19.2 / -18.8
Multiplicity: 2

Each line ends with the Löwdin charge.
Geometry (Å):
H 1.475712 1.821021 -0.219409  0.18
H 2.554851 0.415167 -2.165718  0.17
C 1.485410 0.290811 -2.406560  0.20
H 0.526640 -1.991927 0.357298  -0.03
H 0.813595 0.288376 0.310082  0.13
O -0.360461 -0.843382 1.374650  0.24
H -1.032608 2.608870 -0.671385  0.15
C -1.800936 0.864831 0.508813  -0.07
H -0.401071 2.432123 0.987532  0.13
H 1.118781 -3.314900 0.124692  0.09
O 0.763254 -2.564172 -0.380587  0.00
H 1.309607 -0.335888 -3.325824  0.17
H 2.854636 -3.143972 3.924652  0.01
C -1.388174 -0.053946 1.683435  -0.12
H -2.723850 1.447453 0.586918  0.16
C 0.610722 1.145827 -0.382478  -0.13
H -1.034115 0.689346 2.461187  0.23
N 0.487146 0.676969 -1.745420  0.23
H -1.894391 0.165018 -0.328917  0.13
C -0.669164 1.900845 0.082250  -0.10
H 3.165063 -2.724868 3.385871  0.00
H -2.306956 -0.604707 2.040866  0.23

Cartesian forces (eV/Å) of the 2 atoms listed first:
-0.1 -0.2 -1.0
-0.3 0.5 0.3

=====

3.
ORCA calculation (ωB97M-V/def2-TZVPD) on a single C16H24N4O3S2 molecule in a non-equilibrium geometry.

## Properties
Orbital gap (eV): 8.3
Energy (Eh): -1865.1860
E_HOMO (eV): -8.0
SMILES: CCN(CC)S(=O)(=O)c1cccc(-c2n[nH]c(=S)n2[C@@H](C)COC)c1
Multiplicity: 1

Each line ends with the Löwdin charge.
Geometry (Å):
C 2.724995 -0.548309 -1.011584  -0.30
C -2.904408 -1.412508 1.531130  -0.25
C 2.678718 -1.841389 -0.187537  -0.21
N 3.915639 2.090907 1.075792  0.02
H 1.398002 -4.026237 0.549295  0.09
H -4.184975 -3.126981 1.792414  0.08
H 1.224385 3.878348 -1.204097  0.12
H -2.345508 1.454245 2.974101  0.07
H 1.743121 -0.420407 -1.477209  0.14
N 2.952173 0.596438 -0.152579  0.04
C 0.817778 1.878577 -0.576125  -0.14
C 0.479971 3.098726 -1.163344  -0.01
C 2.012085 -4.079960 -0.358191  -0.10
H 3.752591 0.261910 -2.732759  0.09
H 3.692658 -2.135336 0.117501  0.09
H 3.574784 -1.500844 -2.719578  0.09
S 5.405927 -0.112229 0.836211  0.63
H -4.300781 -2.352983 0.203517  0.07
C -1.401879 1.097213 -1.008678  -0.26
H -2.062522 -2.004829 1.169083  0.11
H -1.032332 4.245899 -2.144151  0.11
S -2.621667 -0.205974 -0.817821  0.67
H 3.007969 -4.452521 -0.088381  0.09
N -2.833638 -0.146154 0.832811  -0.26
H 4.774628 -0.727079 -1.675715  0.04
H -5.065034 -1.605685 1.610351  0.07
C 3.782575 -0.628345 -2.108260  -0.03
C -4.201362 -2.173331 1.271090  -0.07
H 0.051419 -0.067985 -0.002661  0.12
H -3.402396 2.771990 2.457393  0.08
C -3.631596 0.963379 1.309682  -0.25
C 4.099367 0.841757 0.571666  -0.81
N 2.729405 2.615884 0.714293  0.13
H 4.556734 2.592173 1.668082  0.15
O 2.091762 -2.830307 -0.993317  -0.18
H -2.770335 -1.217272 2.598933  0.12
O -3.808674 0.189618 -1.523822  -0.28
C -2.783582 1.948620 2.110745  -0.06
C 2.153787 1.708738 -0.016242  -0.24
H -4.455621 0.596717 1.928334  0.12
C -0.143975 0.874923 -0.487624  -0.01
C -1.733659 2.291841 -1.616028  -0.04
C -0.784769 3.301475 -1.684613  -0.05
H -4.061769 1.457910 0.435731  0.11
H -2.726629 2.411196 -2.019453  0.12
H 2.079422 -1.682235 0.725826  0.13
H 1.546942 -4.757940 -1.069954  0.09
O -2.010672 -1.458918 -1.142006  -0.27
H -1.979073 2.347283 1.497764  0.06

Cartesian forces (eV/Å) of the 2 atoms listed first:
0.2 -0.8 -0.4
0.0 -0.6 -0.1

=====

4.
ORCA calculation (ωB97M-V/def2-TZVPD) on C17H35N6O3OsPS6 as an isolated structure in a non-equilibrium geometry.

## Properties
Orbital gap (spin up / spin down) (eV): 4.1 / 4.8
Net charge: +2
Energy (Eh): -4043.7179
E_HOMO (spin up / spin down) (eV): -12.9 / -13.3
Multiplicity: 1

Each line ends with the Löwdin charge.
Geometry (Å):
N -0.858802 -3.564523 -1.039468  -0.29
H 1.528634 -5.206009 2.465902  0.10
Os 0.194749 0.247163 0.357590  1.01
O 1.033909 -0.963716 4.027437  0.11
H 3.747251 -4.667958 -0.587562  0.10
P 0.554773 -3.227048 -0.291507  0.55
H -5.498224 -1.844556 1.415765  0.11
H -4.391862 -3.219497 1.254953  0.10
S 0.549903 3.197394 0.573700  0.88
H 3.100144 -3.489764 0.560654  0.07
H -4.170143 -1.772736 0.245647  0.05
H 2.249629 -3.834973 -3.057936  0.10
C -3.803844 -1.827819 3.668589  -0.07
H -0.021449 -5.774458 1.835733  0.09
H -2.492689 -2.645031 -1.972625  0.09
N 0.545819 -3.821277 1.234982  -0.28
S -1.154336 5.444104 -0.122175  0.99
C -4.463604 -2.131845 1.227284  -0.02
H 4.146444 0.636965 1.256232  0.13
H -1.251619 2.955333 -4.016383  0.05
C 0.876835 -5.201089 1.590480  -0.08
C -2.252993 2.974007 -3.594293  -0.36
N 1.789036 -4.026934 -0.992758  -0.30
O 0.483759 0.385831 2.352394  -0.30
H -1.196791 -3.619812 2.422998  0.10
C -0.432782 2.979438 -0.853753  -1.03
H 2.614441 1.134688 -0.497209  0.10
H 0.713366 -4.642339 -2.695906  0.06
H -1.161812 0.123916 3.257719  0.10
N 2.341425 0.407286 0.158751  -0.12
H -2.437307 -4.924827 -0.779355  0.09
H -2.505953 2.020159 -3.141455  0.03
H 2.773390 1.582953 1.834467  0.11
C -1.385111 -4.928757 -1.069221  -0.07
O 0.771409 -1.713643 -0.281596  -0.44
S -2.131369 -0.104019 0.491054  0.64
C -0.004524 4.802587 1.021716  -1.44
H -3.779443 -2.900812 3.854153  0.13
N -2.068475 -0.326982 3.212289  0.06
H 3.628757 -2.966833 -1.058626  0.09
H 2.626669 -0.482265 -0.248680  0.09
C 2.750625 -0.479891 2.440632  -0.07
C 1.359478 -0.385042 3.028306  -0.58
N -3.596472 -1.554939 2.237640  -0.14
H -1.166219 -3.041367 -3.077247  0.09
C -1.406698 -2.683367 -2.071409  -0.09
S -2.412775 4.315912 -2.406647  0.97
H 2.837992 -1.471795 1.984597  0.12
H 1.396408 -5.687201 0.770020  0.08
S -0.264875 1.471793 -1.636639  0.67
C -0.232586 -3.124989 2.253565  -0.08
H -0.835570 -5.566257 -0.380116  0.07
C 3.072101 0.614973 1.436179  -0.20
C -2.595357 -0.705408 2.061634  -0.70
H 2.238171 -5.485859 -2.423598  0.10
H -2.969012 -0.395388 5.116605  0.13
H -1.888725 -1.744477 4.761058  0.12
C 3.141421 -3.766550 -0.491844  -0.08
H -2.975486 3.221048 -4.370457  0.06
H -4.775846 -1.445941 3.981861  0.13
H -1.007402 -1.681379 -1.949682  0.04
C -1.246533 4.073383 -1.186856  -0.93
H 3.458566 -0.438197 3.266846  0.14
C 1.742053 -4.516459 -2.370679  -0.06
C -2.639145 -1.077855 4.338145  -0.08
H -0.412583 -2.101380 1.937956  0.03
H -1.314871 -5.359720 -2.070794  0.09
S 0.526595 5.584733 2.312504  0.75
H 0.314430 -3.103082 3.194636  0.09

Cartesian forces (eV/Å) of the 2 atoms listed first:
0.0 0.3 -0.4
0.0 0.0 0.0

=====

5.
ORCA calculation (ωB97M-V/def2-TZVPD) on a single C4H6O2S2 molecule in a non-equilibrium geometry.

## Properties
Orbital gap (eV): 8.1
Energy (Eh): -1102.8148
E_HOMO (eV): -8.8
SMILES: CCOC(=O)C(=S)S
Multiplicity: 1

Each line ends with the Löwdin charge.
Geometry (Å):
H 2.431947 -0.378211 -0.460475  0.11
C -1.797480 0.674205 0.239526  -0.56
H 0.754543 1.338341 0.362982  0.16
S -4.571251 0.950774 -0.224789  0.78
H -5.325242 0.025245 -0.804793  -0.13
C 0.492197 0.226465 0.618206  -0.22
O -0.840122 -0.187463 0.397560  -0.04
O -1.818648 1.859725 0.144615  0.09
S -3.335953 -1.780270 0.088037  0.71
C -3.248560 -0.188239 0.082553  -1.08
H 0.667895 -0.101371 1.586319  0.11
H 1.090723 -0.054748 -1.492265  0.10
C 1.291405 -0.442454 -0.463315  -0.08
H 0.876079 -1.400056 -0.426066  0.05

Cartesian forces (eV/Å) of the 2 atoms listed first:
-1.6 -0.3 0.8
-3.5 -1.4 -0.4

=====

6.
ORCA calculation (ωB97M-V/def2-TZVPD) on a 3-piece molecular cluster, C8H14N4O3 overall in a non-equilibrium geometry.

## Properties
Orbital gap (spin up / spin down) (eV): 8.6 / 8.6
Energy (Eh): -757.7907
E_HOMO (spin up / spin down) (eV): -8.2 / -8.2
SMILES: O=N/N=C1\CC2CCN1CC2.N=C=O.O
Multiplicity: 1

Each line ends with the Löwdin charge.
Geometry (Å):
C -1.119755 0.254366 -0.799200  -0.30
H 4.297358 -1.611530 1.489452  0.09
H -0.227820 -1.929061 1.543308  0.13
H 0.221966 1.413381 2.035306  0.09
H -1.106561 2.165450 0.030326  0.13
H 0.364345 1.616119 -1.631141  0.14
H -0.769588 0.045797 2.215098  0.11
O 2.857840 -1.733613 -1.239189  0.19
C 0.025989 -1.461269 0.606288  -0.16
H -5.007546 0.202589 -0.436420  0.04
C -1.220485 -1.222637 -0.309550  -0.10
C -0.312351 0.711933 1.544513  -0.07
O 4.012337 2.317059 0.051343  -0.05
H 0.421376 -0.126325 -2.409054  0.14
H -1.996476 0.561314 -1.555899  0.17
C 0.273390 0.484108 -1.456999  -0.04
H -2.186353 1.074035 0.819877  0.08
N 3.512221 1.225378 -0.025221  -0.15
H -2.087441 -1.417449 0.216498  0.08
H -1.090841 -1.953584 -1.116228  0.11
H -4.589011 1.483160 -1.074756  0.03
N 3.459625 -1.789694 0.976910  0.23
N 0.729634 -0.230307 0.912962  -0.09
C 3.169123 -1.667437 -0.156935  -0.51
O -4.684056 1.083887 -0.215265  -0.05
C 1.286633 0.291646 -0.272030  -0.27
N 2.333700 1.001046 -0.097917  0.14
H 0.660446 -1.931331 -0.065575  0.07
C -1.227707 1.142962 0.419488  -0.16

Cartesian forces (eV/Å) of the 2 atoms listed first:
-1.3 -0.7 -1.5
0.0 0.2 0.0

=====

7.
ORCA calculation (ωB97M-V/def2-TZVPD) on a single C22H26N2O4S molecule.

## Properties
Orbital gap (eV): 9.5
Energy (Eh): -1662.6659
E_HOMO (eV): -9.0
SMILES: O=C(COC(=O)[C@H](Cc1ccccc1)NC(=O)c1cccs1)NC1CCCCC1
Multiplicity: 1

Each line ends with the Löwdin charge.
Geometry (Å):
C 0.412458 4.388218 1.743861  -0.08
C 0.099188 2.016428 1.638001  -0.05
O 3.033377 2.118349 -0.468805  0.07
H -2.657196 1.791867 -1.089646  0.16
C -5.125806 -1.278038 -1.659771  -0.44
H 5.118817 -3.377963 2.244210  0.11
O -0.165567 1.768649 -1.405524  0.05
H 0.488478 1.016032 1.766660  0.10
C 4.154645 -1.353679 -0.384955  -0.14
C -1.694088 3.482455 1.038841  -0.04
H -1.280954 5.572943 1.186091  0.10
H 3.559170 0.240321 0.939388  0.15
H 3.938904 -3.744021 0.983703  0.11
C 3.083890 -0.577811 0.388059  -0.31
N 2.144397 0.039167 -0.529045  0.11
H 5.889742 -2.564840 0.018925  0.11
H -2.603063 -1.112011 -1.231467  0.13
C -5.754844 -3.402761 -2.316077  -0.18
C -4.702323 -2.552643 -1.932044  -0.12
H 1.199632 1.046459 -2.785027  0.14
C -0.846230 0.643159 -1.305966  -0.43
C 2.217670 1.328999 -0.889582  -0.47
H 1.042731 5.240493 1.948487  0.10
S -6.834741 -1.118284 -1.878663  1.09
C 4.408439 -2.933034 1.545213  -0.21
H -5.623677 -4.439365 -2.570261  0.10
H -7.915468 -3.174276 -2.584313  0.06
H -3.679966 -2.881016 -1.867057  0.11
H 1.456997 -0.561167 -0.967357  0.12
H 1.602241 -0.949241 1.914229  0.10
H 3.670582 -2.123079 -0.991952  0.12
H 2.805494 -2.835334 2.987871  0.11
H 1.922612 2.954762 2.239016  0.11
C -4.399538 -0.074269 -1.239970  -0.52
H 1.833710 -2.281786 0.776039  0.12
H 1.366233 2.758308 -2.256484  0.14
C 2.351503 -1.509592 1.351277  -0.15
C 3.339465 -2.162764 2.313741  -0.20
C 0.905870 3.106524 1.910827  -0.07
O -4.955634 0.995624 -1.073208  0.04
C 1.159359 1.737099 -1.935099  -0.03
O -0.439042 -0.450067 -1.634319  0.10
C -2.063883 1.013098 0.841015  -0.06
C -1.204170 2.191544 1.194400  -0.24
H 4.678331 -0.670151 -1.055513  0.12
C 5.139894 -2.004824 0.580605  -0.20
H -1.639082 0.088967 1.239760  0.13
C -0.890600 4.573783 1.312945  -0.08
H 3.815818 -1.389252 2.919790  0.12
H -2.710144 3.628148 0.701447  0.12
C -6.957922 -2.764687 -2.330439  -0.40
C -2.214852 0.870742 -0.695945  -0.19
N -3.067003 -0.238161 -1.037123  0.12
H 5.656477 -1.226850 1.146341  0.12
H -3.070328 1.138831 1.244870  0.13

Cartesian forces (eV/Å) of the 2 atoms listed first:
0.1 0.1 0.0
-0.1 0.0 0.1

=====

8.
ORCA calculation (ωB97M-V/def2-TZVPD) on a 5-piece molecular cluster, CH12NO4 overall in a non-equilibrium geometry.

## Properties
Orbital gap (eV): 10.7
Net charge: +1
Energy (Eh): -400.7460
E_HOMO (eV): -14.9
Multiplicity: 1

Each line ends with the Löwdin charge.
Geometry (Å):
H -2.516385 -0.651935 -1.161905  0.13
H 0.806098 -2.005044 -2.859514  0.06
H 3.258461 0.322424 -3.747927  0.07
H -0.108184 -0.371455 -1.105506  0.10
H 1.819078 -1.152549 -1.978057  0.03
H -1.600805 -1.273533 2.131465  0.06
H -0.731926 0.055460 2.548715  0.01
N -0.723870 0.303286 -0.620118  0.18
H -1.359390 2.103685 4.378814  0.06
O -1.057675 -0.535191 1.856809  -0.06
C -1.962952 0.099199 -0.620578  0.12
H 3.708091 -0.071388 -2.329463  0.07
O -0.831594 1.358855 4.070168  -0.04
H 0.048286 1.596191 4.379363  0.06
O 0.988303 -1.675145 -1.984240  -0.06
O 2.929075 0.219207 -2.839427  -0.06
H -2.570623 0.747454 0.004409  0.12
H -0.093995 0.930474 -0.123008  0.17

Cartesian forces (eV/Å) of the 2 atoms listed first:
0.7 -0.4 -0.4
0.3 0.0 -0.5